The following is a DFT calculation (the ωB97M-V functional and the def2-TZVPD basis) of a molecular structure, C34H38ClN2O5PSSi2Ti.

Structure (ORCA input):
```
! wB97M-V def2-TZVPD RIJCOSX def2/J DEFGRID3
* xyz -1 2
Ti -1.122 -0.788 -0.897
Cl -0.811 -5.521 3.027
S 4.415 4.454 4.348
P -3.508 -0.405 0.430
Si -1.480 1.067 -2.612
Si 1.015 -1.348 -2.157
O -2.121 -2.009 -1.846
O -2.776 -4.085 -2.229
O -1.921 -7.140 0.830
O 3.954 6.911 3.426
O -2.603 -6.338 -1.108
N -0.675 -3.197 1.663
N -1.061 -2.627 0.506
C 0.983 -2.947 3.461
C -1.523 2.932 -2.109
C 3.741 2.350 2.701
C 1.452 2.004 -5.479
C -2.053 -6.204 0.076
C 2.871 1.611 1.919
C 1.134 -2.998 -3.147
C 2.452 1.063 -5.276
C 0.304 1.953 -4.703
C -0.044 -2.426 2.676
C 1.131 0.030 -3.506
C 5.626 5.725 2.176
C -3.967 -1.070 2.090
C 2.720 -1.275 -1.257
C 3.312 3.538 3.280
C 2.278 0.088 -4.305
C 0.119 0.989 -3.706
C 4.599 5.924 3.249
C -4.192 1.298 0.575
C -0.984 -4.524 1.663
C 0.158 -0.326 3.829
C -2.930 0.967 -3.885
C 1.169 -0.844 4.624
C 1.153 3.264 2.268
C 0.663 1.264 0.923
C -4.843 -1.186 -0.565
C -1.608 -3.604 -0.230
C -0.134 0.554 0.328
C -1.587 -4.837 0.466
C 1.562 2.054 1.694
C 1.573 -2.157 4.432
C -0.450 -1.111 2.868
C 2.018 3.997 3.061
C -2.205 -3.246 -1.532
H 2.035 -3.038 -3.766
H 1.343 -3.950 3.302
H -0.473 2.693 -4.875
H 3.063 -0.650 -4.158
H 3.544 -1.576 -1.912
H -5.823 -0.975 -0.134
H 0.269 -3.118 -3.806
H -2.815 1.698 -4.691
H -2.710 -5.453 -1.590
H 1.570 2.775 -6.233
H 2.375 -2.566 5.033
H -4.285 1.723 -0.425
H 2.734 -1.929 -0.379
H 4.753 2.006 2.873
H 5.387 4.827 1.605
H -3.692 -2.126 2.150
H -3.894 1.157 -3.400
H -2.976 -0.029 -4.334
H 6.595 5.568 2.650
H -3.429 -0.534 2.873
H -1.602 3.586 -2.983
H -4.793 -0.807 -1.585
H -5.041 -0.972 2.258
H 1.701 4.930 3.512
H -0.608 3.193 -1.571
H 3.360 1.090 -5.868
H -5.167 1.296 1.065
H 1.648 -0.226 5.371
H -4.691 -2.266 -0.603
H -3.499 1.922 1.141
H 5.668 6.591 1.516
H 0.144 3.614 2.090
H -1.235 -0.704 2.251
H -2.367 3.161 -1.450
H 1.157 -3.860 -2.472
H 3.188 0.678 1.471
H 2.916 -0.255 -0.916
H -0.154 0.704 3.948
*
```

Results
Expectation value of S²   0.75
Energy above the lowest of the compared OMol25 structures with the same formula, charge and spin   118.6 kJ/mol
E   -120612.2750 eV
Lowest unoccupied orbital energy (alpha / beta)   2.00 / 1.99 eV

***

The following is a DFT calculation (the ωB97M-V functional and the def2-TZVPD basis) of C5H9N in the gas phase.

Structure (ORCA input):
```
! wB97M-V def2-TZVPD RIJCOSX def2/J DEFGRID3
* xyz 0 1
N 0.812 -0.397 -0.179
C -0.528 -0.359 0.423
C 0.871 -0.101 -1.484
C -1.564 0.477 -0.264
C -1.076 0.873 1.093
C 1.860 -0.776 0.551
H -0.452 1.757 1.169
H 1.851 -0.691 1.627
H 2.746 -1.082 0.009
H -1.746 0.710 1.932
H -1.191 1.090 -1.077
H 1.846 0.075 -1.914
H -0.799 -1.310 0.871
H 0.009 -0.333 -2.090
H -2.558 0.074 -0.418
*
```

Results
Energy above the lowest of the compared OMol25 structures with the same formula, charge and spin   338.1 kJ/mol
E   -6817.4904 eV
Lowest unoccupied orbital energy   1.05 eV

***

The following is a DFT calculation (the ωB97M-V functional and the def2-TZVPD basis) of a molecular structure, C25H28BCoN7O2.

Structure (ORCA input):
```
! wB97M-V def2-TZVPD RIJCOSX def2/J DEFGRID3
* xyz 0 4
Co -1.020 -1.523 -0.024
O -1.352 0.296 1.783
O -0.132 0.265 -0.098
N 0.148 3.314 -0.101
N 2.172 -2.433 -0.843
N 2.116 -3.762 -1.185
N 0.177 -4.264 0.390
N -0.843 -2.449 -1.595
N -0.347 -3.068 0.863
N -0.306 -3.676 -1.952
C -2.168 3.270 0.704
C -3.852 2.378 -0.789
C 0.611 1.701 1.674
C -0.322 -4.558 2.534
C 2.804 1.944 -2.008
C 0.093 -5.191 1.366
C 3.353 -4.171 -1.570
C -0.513 -3.215 2.204
C -3.484 2.853 0.470
C 4.212 -3.069 -1.466
C 0.940 2.869 0.956
C 2.852 3.204 2.411
C -0.844 -4.051 -3.127
C -0.372 0.708 1.100
C 2.102 3.586 1.300
C -1.605 -2.994 -3.622
C 3.409 -2.003 -1.003
C -2.928 2.305 -1.832
C -1.776 3.864 2.018
C 2.459 2.103 3.187
C -1.526 -1.972 -2.674
C -1.608 2.678 -1.602
C -1.214 3.073 -0.316
C -4.504 2.900 1.574
C 1.327 1.363 2.823
B 0.699 -4.443 -1.056
H -0.768 -2.360 2.817
H 0.639 3.826 -0.830
H -0.668 -5.043 -3.518
H 2.019 1.297 -1.594
H -2.594 4.471 2.422
H -0.478 -5.022 3.493
H 0.996 0.505 3.414
H 3.539 -5.190 -1.879
H -1.551 3.082 2.760
H 3.042 1.819 4.068
H -3.236 1.955 -2.816
H 0.800 -5.589 -1.369
H -0.852 2.608 -2.388
H -2.155 -2.980 -4.542
H 0.311 -6.232 1.159
H -0.900 4.515 1.927
H 3.464 1.325 -2.634
H 3.691 -0.983 -0.787
H 2.377 4.454 0.692
H -5.467 2.535 1.207
H -4.208 2.272 2.425
H -4.659 3.919 1.952
H -4.891 2.074 -0.938
H -1.904 -0.958 -2.665
H 5.254 -3.025 -1.682
H 3.357 2.411 -1.218
H 3.757 3.764 2.659
H 2.325 2.714 -2.630
*
```

Results
Expectation value of S²   3.76
Energy above the lowest of the compared OMol25 structures with the same formula, charge and spin   67.6 kJ/mol
E   -79210.3246 eV
Lowest unoccupied orbital energy (alpha / beta)   0.28 / -0.10 eV

***

The following is a DFT calculation (the ωB97M-V functional and the def2-TZVPD basis) of 2 unconnected molecules or ions with the total composition C6H12BClFNO7S.

Structure (ORCA input):
```
! wB97M-V def2-TZVPD RIJCOSX def2/J DEFGRID3
* xyz 0 1
Cl 1.528 1.187 -1.035
S -2.431 0.073 -3.445
F -3.857 0.654 -3.234
O 3.471 0.872 2.140
O -1.491 1.074 -3.075
O -3.710 -2.322 -0.651
O 2.110 -0.918 2.195
O 1.981 0.680 3.776
O -2.412 -0.473 -4.753
O -3.886 0.066 -0.639
N -2.480 -1.154 -2.345
C 1.087 -0.545 -1.217
C -1.110 -1.612 -1.993
C 2.820 1.781 4.141
C -0.399 -0.785 -0.909
C 2.486 0.110 2.658
C 3.477 2.132 2.818
B -3.385 -1.100 -1.173
H 3.540 1.441 4.886
H -1.210 -2.651 -1.685
H -0.434 -1.348 0.025
H -0.524 -1.631 -2.913
H -3.667 -2.342 0.311
H 1.334 -0.794 -2.245
H -0.868 0.188 -0.788
H 2.218 2.584 4.558
H 1.727 -1.058 -0.508
H -3.300 0.554 -0.053
H 2.891 2.844 2.235
H 4.495 2.496 2.917
*
```

Results
SMILES   O=S(=O)(F)N(CCCCl)B(O)O.O=C1OCCO1
E   -48993.5735 eV
Lowest unoccupied orbital energy   0.19 eV